No. 1
Here is a cluster of 2 separate species, C2H3IN2O2 in total from OMol25. Energies are from wB97M-V/def2-TZVPD.

Last column: Löwdin charge in e.
Positions of all 10 atoms, in Å:
C -0.8334 -1.8792 0.0824  -0.47
C 0.9313 0.6706 -0.1089  -0.73
N 0.4333 1.2238 0.9264  -0.17
N -0.6942 -2.3361 1.1656  0.21
O -0.7189 -1.6409 -1.0314  0.15
O -0.6073 1.9818 0.8548  -0.03
I 2.8768 -0.1074 -0.0770  0.81
H 0.5076 0.8812 -1.0174  0.01
H -0.8624 2.1280 -0.1151  0.14
H -1.0918 -2.0781 2.0460  0.09

Forces on atoms 1 to 3 (eV/Å):
0.7 -0.5 0.0
0.7 1.0 2.7
3.5 -2.4 0.7

Computed properties:
**HOMO level**: -9.34 eV
**Energy above the lowest of the compared OMol25 structures with the same formula, charge and spin**: 271.92 kJ/mol
**SMILES string**: O/N=C/I.N=C=O
**Kohn-Sham gap**: 0.3490 hartree

---

No. 2
Here is a structure of composition C2H8CsO2 from OMol25. Energies are from wB97M-V/def2-TZVPD.

Last column: Löwdin charge in e.
Positions of all 13 atoms, in Å:
Cs 1.8504 -1.1009 -1.4630  1.14
C -1.2306 1.3410 -2.1122  -0.13
O -0.6249 0.5132 -1.1136  -0.28
H -0.6752 1.3110 -3.0460  0.08
H -2.2446 0.9954 -2.3379  0.09
H -1.3325 2.3719 -1.7714  0.09
H -0.9823 0.7838 -0.2639  0.08
C 0.8301 -1.3810 2.1006  -0.15
O 1.3965 -0.3011 1.3673  -0.27
H 1.2882 -1.4119 3.0914  0.09
H -0.2494 -1.3165 2.2853  0.09
H 0.9461 -2.3356 1.5846  0.07
H 1.0282 0.5308 1.6788  0.09

Forces on atoms 1 to 3 (eV/Å):
0.0 0.0 0.0
-1.0 0.2 0.0
0.3 0.1 -0.2

Computed properties:
**Net charge**: +1
**HOMO level**: -14.39 eV
**Energy above the lowest of the compared OMol25 structures with the same formula, charge and spin**: 60.90 kJ/mol
**Kohn-Sham gap**: 0.4063 hartree

---

No. 3
Here is a structure of composition C37H37CdN10S2 from OMol25. Energies are from wB97M-V/def2-TZVPD.

Last column: Löwdin charge in e.
Positions of all 87 atoms, in Å:
Cd 0.4232 0.7228 0.7046  1.39
C -1.2215 -0.7706 -5.7174  -0.06
C -0.3803 -0.5480 -4.4922  -0.28
C 0.3228 -1.5846 -3.8883  -0.05
C 1.0314 -1.3807 -2.7202  -0.05
C 1.0930 -0.1315 -2.0913  -0.29
N 1.8102 0.1091 -0.9175  -0.05
C 3.1347 -0.1982 -0.8699  -0.24
C 3.8483 -0.7572 -1.9612  -0.03
C 5.1781 -1.1124 -1.8892  -0.07
C 5.9282 -0.8997 -0.7384  -0.31
C 7.3837 -1.2829 -0.6537  -0.07
C 5.2921 -0.2436 0.3016  -0.01
C 3.9507 0.1146 0.2568  -0.12
N 3.4658 0.8955 1.3465  -0.10
C 3.9224 0.8681 2.6184  -0.09
C 3.3482 1.9219 3.2898  -0.07
C 2.5356 2.5376 2.3326  -0.18
N 2.6167 1.9194 1.1584  0.01
C 0.3736 0.9068 -2.7074  -0.18
C -0.3438 0.6914 -3.8767  -0.02
N 0.3651 2.2228 -2.1571  -0.07
C 0.3819 3.3718 -2.8662  -0.06
C 0.3160 4.4127 -1.9671  -0.06
C 0.2663 3.7902 -0.7129  -0.16
N 0.2956 2.4747 -0.8423  -0.01
H -0.8777 -1.6393 -6.2799  0.07
H -2.2539 -0.9498 -5.4075  0.06
H -1.2058 0.1017 -6.3728  0.07
H 0.3046 -2.5722 -4.3369  0.11
H 1.5664 -2.2040 -2.2633  0.11
H 3.3245 -0.9217 -2.8898  0.09
H 5.6498 -1.5711 -2.7524  0.10
H 7.6388 -2.0009 -1.4332  0.07
H 8.0294 -0.4085 -0.7762  0.07
H 7.6197 -1.7342 0.3117  0.07
H 5.8761 0.0300 1.1734  0.11
H 4.5935 0.1034 2.9670  0.12
H 3.4563 2.1647 4.3321  0.09
H 1.9124 3.4122 2.4334  0.10
H -0.9269 1.5053 -4.2921  0.12
H 0.4634 3.3756 -3.9385  0.12
H 0.3048 5.4666 -2.1822  0.09
H 0.2219 4.2357 0.2679  0.10
C -2.4868 2.6162 1.3477  -0.23
N -1.3371 1.8388 1.7893  -0.08
C -1.2070 1.6718 3.0613  -0.14
C -0.2195 0.8279 3.6154  -0.37
C 0.0792 0.5808 4.9630  -0.07
C 1.1098 -0.3523 4.9633  -0.11
C 1.3865 -0.6285 3.6181  -0.26
N 0.5948 0.0721 2.8037  -0.06
C -3.8271 2.0309 1.7547  -0.23
C -4.0182 0.6568 1.8682  -0.07
C -5.2702 0.1431 2.1663  -0.08
C -6.3455 0.9950 2.3762  -0.11
C -6.1593 2.3656 2.2938  -0.10
C -4.9058 2.8766 1.9877  -0.05
H -2.4497 2.6790 0.2578  0.06
H -2.4290 3.6379 1.7460  0.11
H -1.8962 2.1596 3.7587  0.14
H -0.4112 1.0226 5.8183  0.09
H 1.6034 -0.7798 5.8224  0.08
H 2.1076 -1.3290 3.2290  0.06
H -3.1799 -0.0054 1.7081  0.08
H -5.4137 -0.9291 2.2233  0.10
H -7.3240 0.5919 2.6071  0.09
H -6.9901 3.0396 2.4648  0.09
H -4.7613 3.9499 1.9221  0.11
S 0.6685 -3.3514 1.7908  0.56
C -0.6461 -3.3906 0.7546  -0.91
N -0.4936 -3.7602 -0.5309  0.01
C -1.5573 -3.6862 -1.5240  -0.18
C -2.8763 -4.0292 -0.8544  -0.17
C -3.0654 -3.0837 0.3211  -0.19
N -1.8995 -3.1600 1.1958  0.01
H 0.4586 -3.7845 -0.8472  0.09
H -1.3253 -4.3878 -2.3270  0.12
H -1.6192 -2.6892 -1.9586  0.07
H -2.8523 -5.0631 -0.4993  0.11
H -3.6908 -3.8938 -1.5638  0.11
H -3.9468 -3.3598 0.9040  0.12
H -3.2045 -2.0668 -0.0589  0.05
H -1.9567 -2.7384 2.1071  0.11
S -2.4831 0.3205 -1.1812  0.54
C -3.1493 -0.6697 -2.3073  -0.98
N -3.6459 -1.3815 -3.0883  0.02

Forces on atoms 1 to 3 (eV/Å):
0.2 -0.2 -0.2
-0.1 0.0 0.1
0.1 0.1 0.0

Computed properties:
**Net charge**: -1
**HOMO level**: -4.33 eV
**Energy above the lowest of the compared OMol25 structures with the same formula, charge and spin**: 80.45 kJ/mol
**Kohn-Sham gap**: 0.2570 hartree

---

No. 4
Here is a structure of composition C28H49N7Pd from OMol25. Energies are from wB97M-V/def2-TZVPD.

Last column: Löwdin charge in e.
Positions of all 85 atoms, in Å:
Pd 17.8002 -8.3595 19.8788  0.89
C 19.5431 -13.6203 21.8764  -0.10
C 18.6594 -13.0090 22.9517  -0.24
C 19.0183 -11.5493 23.2183  -0.16
C 18.6373 -10.6963 22.0933  -0.15
N 18.3423 -10.0203 21.2254  0.11
H 19.2992 -14.6693 21.7224  0.08
H 20.5965 -13.5582 22.1609  0.09
H 19.4458 -13.0909 20.9261  0.06
H 18.8092 -13.5504 23.8866  0.12
H 17.6045 -13.0881 22.6917  0.12
H 20.0993 -11.4483 23.3411  0.13
H 18.5272 -11.1774 24.1163  0.13
C 13.6378 -10.6699 17.1170  -0.10
C 13.4700 -9.3402 16.3920  -0.24
C 14.8181 -8.6951 15.9830  -0.15
C 15.7222 -8.5536 17.1301  -0.15
N 16.4061 -8.4409 18.0365  0.11
H 12.6946 -11.2101 17.1325  0.08
H 13.9756 -10.5309 18.1458  0.06
H 14.3686 -11.2892 16.5948  0.08
H 12.8779 -8.6148 16.9546  0.11
H 12.9099 -9.4995 15.4674  0.12
H 14.6858 -7.6987 15.5607  0.13
H 15.3363 -9.3168 15.2494  0.13
C 13.0438 -7.4068 23.1316  -0.10
C 12.4397 -7.8091 21.7910  -0.23
C 13.2829 -8.8291 21.0106  -0.16
C 14.6937 -8.4839 20.9739  -0.16
N 15.8140 -8.2185 20.9626  0.11
H 13.1127 -8.2494 23.8268  0.08
H 12.4439 -6.6393 23.6187  0.08
H 14.0538 -7.0001 23.0323  0.07
H 12.3287 -6.9271 21.1558  0.12
H 11.4528 -8.2485 21.9184  0.12
H 12.9528 -8.8889 19.9700  0.12
H 13.2159 -9.8375 21.4262  0.14
C 21.0217 -13.3788 17.9152  -0.11
C 19.5955 -13.5474 17.4284  -0.26
C 19.0742 -12.3183 16.6838  -0.17
C 18.8937 -11.1539 17.5494  -0.19
N 18.7663 -10.1910 18.1587  0.11
H 21.1192 -12.4715 18.5195  0.07
H 21.7269 -13.2637 17.0862  0.08
H 21.3436 -14.2410 18.4938  0.08
H 18.9548 -13.7056 18.3036  0.10
H 19.4750 -14.4327 16.8084  0.12
H 18.0929 -12.5372 16.2495  0.12
H 19.7231 -12.0376 15.8520  0.13
C 18.7801 -2.9999 21.2345  -0.10
C 18.5472 -2.8473 19.7331  -0.23
C 17.2683 -3.5414 19.2691  -0.16
C 17.3926 -4.9823 19.3311  -0.16
N 17.5163 -6.1087 19.3797  0.12
H 19.6280 -2.3912 21.5545  0.09
H 18.9925 -4.0337 21.5154  0.04
H 17.9125 -2.6500 21.7970  0.09
H 19.3883 -3.2657 19.1741  0.10
H 18.4880 -1.7941 19.4665  0.12
H 17.0284 -3.2660 18.2374  0.13
H 16.4186 -3.2120 19.8695  0.13
C 19.8958 -4.4561 24.2618  -0.10
C 19.9455 -5.8264 24.9044  -0.24
C 20.2962 -6.9541 23.9434  -0.17
C 19.3593 -7.0698 22.8378  -0.19
N 18.6260 -7.1562 21.9603  0.15
H 19.9656 -3.6974 25.0459  0.09
H 18.9659 -4.2693 23.7326  0.06
H 20.7813 -4.3065 23.6397  0.07
H 19.0022 -6.0638 25.4075  0.12
H 20.6800 -5.8455 25.7113  0.12
H 20.3165 -7.9073 24.4756  0.13
H 21.2910 -6.7944 23.5171  0.12
C 22.1183 -5.0080 21.0966  -0.10
C 22.2604 -5.1341 19.5829  -0.23
C 22.3138 -6.6004 19.1524  -0.16
C 21.0010 -7.2248 19.2323  -0.16
N 19.9737 -7.7170 19.2857  0.12
H 22.2160 -3.9686 21.4119  0.08
H 22.8650 -5.6047 21.6240  0.08
H 21.1240 -5.3235 21.4357  0.04
H 23.1664 -4.6462 19.2336  0.12
H 21.4002 -4.6767 19.0890  0.10
H 22.9718 -7.1586 19.8265  0.13
H 22.6915 -6.7238 18.1386  0.13

Forces on atoms 1 to 3 (eV/Å):
-0.1 1.9 0.7
0.1 0.1 -0.1
0.2 -0.3 0.1

Computed properties:
**⟨S²⟩**: 2.00
**Net charge**: +2
**HOMO level (alpha / beta)**: -15.75 / -15.72 eV
**Multiplicity**: 3
**Kohn-Sham gap (alpha / beta)**: 0.4381 / 0.3360 hartree

---

No. 5
Here is a cluster of 2 separate species, C9H16NOS in total from OMol25. Energies are from wB97M-V/def2-TZVPD.

Last column: Löwdin charge in e.
Positions of all 28 atoms, in Å:
C -0.7209 -2.7943 1.6891  -0.02
C -1.7896 -2.0336 2.1570  -0.07
C -0.2130 -1.9707 0.7360  -0.67
C 2.0048 1.4934 -1.0724  0.00
C -0.2991 0.9942 -1.4495  -0.03
C -1.0153 3.6806 0.0497  -0.03
C 0.8661 -3.9608 -0.5408  -0.38
C 0.2235 2.7600 0.2147  -0.17
C 0.6121 1.8214 -0.7449  -0.25
N -0.7697 -0.8100 0.7496  0.00
O -1.7925 -0.8501 1.6284  0.04
S 1.1868 -2.2501 -0.2264  0.94
H -0.5606 -3.7587 1.9521  0.09
H -2.4481 -2.3619 2.9939  0.16
H 2.2788 1.3231 -2.1533  0.14
H 2.1167 0.4296 -0.7310  0.09
H 2.6798 2.0233 -0.4078  0.10
H -1.3116 1.3659 -1.5336  0.10
H -0.5364 0.0321 -0.6938  0.14
H 0.0358 0.5490 -2.4008  0.12
H -1.9604 3.2602 0.3805  0.09
H -0.8376 4.6107 0.5269  0.08
H -1.1307 3.8741 -0.9733  0.06
H -0.0830 -4.0980 -1.2643  0.12
H 0.6872 -4.4420 0.3805  0.01
H 1.7477 -4.3566 -0.9802  0.03
H 0.9686 3.4213 0.6197  0.13
H 0.0605 2.0480 1.0938  0.19

Forces on atoms 1 to 3 (eV/Å):
-3.8 2.1 0.9
0.9 -3.2 2.0
2.1 0.2 -0.5

Computed properties:
**Net charge**: +1
**HOMO level**: -12.39 eV
**Energy above the lowest of the compared OMol25 structures with the same formula, charge and spin**: 275.16 kJ/mol
**Kohn-Sham gap**: 0.2849 hartree

---

No. 6
Here is the molecule C5H14N2 from OMol25. Energies are from wB97M-V/def2-TZVPD.

Last column: Löwdin charge in e.
Positions of all 21 atoms, in Å:
N -2.0287 1.6854 -1.4840  -0.01
C -2.6054 0.5250 -0.7898  -0.29
C -1.5302 -0.4740 -0.3034  -0.24
N -0.2018 0.2490 -0.0735  -0.08
C 0.8568 -0.7543 0.4481  -0.24
C 2.2165 0.0086 0.8365  -0.22
C 3.1830 -1.1028 1.2871  -0.14
H -1.0399 1.8705 -1.4823  0.05
H -2.4435 1.8967 -2.3486  0.03
H -3.2679 1.0199 -0.0219  0.10
H -3.2563 -0.1853 -1.2789  0.09
H -1.9258 -1.2260 0.5048  0.13
H -1.3809 -1.1818 -1.1520  0.10
H -0.2433 0.7599 0.8391  0.10
H 1.0391 -1.5147 -0.3770  0.12
H 0.5114 -1.3058 1.2756  0.08
H 1.7549 0.6774 1.6105  0.11
H 2.6887 0.6030 0.0974  0.08
H 2.6938 -1.6802 2.0060  0.03
H 4.1349 -0.6706 1.8315  0.10
H 3.6247 -1.8193 0.5279  0.09

Forces on atoms 1 to 3 (eV/Å):
-0.5 -0.5 0.2
0.3 0.9 1.7
0.7 -0.3 0.3

Computed properties:
**HOMO level**: -8.55 eV
**Energy above the lowest of the compared OMol25 structures with the same formula, charge and spin**: 219.06 kJ/mol
**SMILES string**: CCCNCCN
**Kohn-Sham gap**: 0.3554 hartree

---

Number 1: F_max 4.35 eV/A. Number 2: F_max 1.18 eV/A. Number 3: F_max 0.81 eV/A. Number 4: F_max 2.05 eV/A. Number 5: F_max 4.39 eV/A. Number 6: F_max 4.44 eV/A.